{
  "formula": "C86H206O43",
  "method": "the ωB97M-V functional and the def2-TZVPD basis",
  "fmax_ev_per_a": 3.292,
  "e_homo_ha": -0.3204,
  "total_charge": 0,
  "gap_ev": 9.18,
  "lumo_energy_ev": 0.46,
  "species": ["C", "O", "C", "C", "O", "C", "C", "O", "C", "H", "H", "H", "H", "H", "H", "H", "H", "H", "H", "H", "H", "H", "H", "C", "O", "C", "C", "O", "C", "C", "O", "C", "H", "H", "H", "H", "H", "H", "H", "H", "H", "H", "H", "H", "H", "H", "C", "O", "C", "C", "O", "C", "C", "O", "C", "H", "H", "H", "H", "H", "H", "H", "H", "H", "H", "H", "H", "H", "H", "C", "O", "C", "C", "O", "C", "C", "O", "C", "H", "H", "H", "H", "H", "H", "H", "H", "H", "H", "H", "H", "H", "H", "C", "O", "C", "C", "O", "C", "C", "O", "C", "H", "H", "H", "H", "H", "H", "H", "H", "H", "H", "H", "H", "H", "H", "C", "O", "C", "C", "O", "C", "C", "O", "C", "H", "H", "H", "H", "H", "H", "H", "H", "H", "H", "H", "H", "H", "H", "C", "O", "C", "C", "O", "C", "C", "O", "C", "H", "H", "H", "H", "H", "H", "H", "H", "H", "H", "H", "H", "H", "H", "C", "O", "C", "C", "O", "C", "C", "O", "C", "H", "H", "H", "H", "H", "H", "H", "H", "H", "H", "H", "H", "H", "H", "C", "O", "C", "C", "O", "C", "C", "O", "C", "H", "H", "H", "H", "H", "H", "H", "H", "H", "H", "H", "H", "H", "H", "C", "O", "C", "C", "O", "C", "H", "H", "H", "H", "H", "H", "H", "H", "H", "H", "C", "O", "C", "C", "O", "C", "H", "H", "H", "H", "H", "H", "H", "H", "H", "H", "C", "O", "C", "C", "O", "C", "H", "H", "H", "H", "H", "H", "H", "H", "H", "H", "C", "O", "C", "C", "O", "C", "H", "H", "H", "H", "H", "H", "H", "H", "H", "H", "C", "O", "C", "C", "O", "C", "H", "H", "H", "H", "H", "H", "H", "H", "H", "H", "C", "O", "C", "C", "O", "C", "H", "H", "H", "H", "H", "H", "H", "H", "H", "H", "C", "O", "C", "C", "O", "C", "H", "H", "H", "H", "H", "H", "H", "H", "H", "H", "C", "O", "C", "C", "O", "C", "H", "H", "H", "H", "H", "H", "H", "H", "H", "H"],
  "positions_angstrom": [[28.716, 25.371, 12.443], [28.795, 25.342, 13.883], [29.010, 26.695, 14.304], [29.147, 26.749, 15.815], [30.312, 26.220, 16.373], [30.246, 24.824, 16.683], [31.690, 24.511, 16.957], [32.547, 24.635, 15.834], [33.858, 24.233, 16.040], [28.916, 24.365, 11.979], [29.390, 26.146, 12.062], [27.747, 25.670, 12.184], [28.154, 27.312, 14.050], [29.815, 27.144, 13.707], [28.344, 26.195, 16.269], [29.101, 27.767, 16.163], [29.827, 24.205, 15.904], [29.688, 24.734, 17.639], [31.747, 23.431, 17.233], [32.023, 25.103, 17.795], [34.271, 24.860, 16.856], [34.337, 24.578, 15.111], [34.064, 23.130, 16.075], [21.657, 16.324, 17.246], [22.218, 17.162, 16.301], [23.492, 16.706, 15.845], [23.428, 15.864, 14.594], [22.744, 14.651, 14.892], [22.607, 13.738, 13.728], [22.106, 12.448, 14.282], [21.993, 11.518, 13.244], [21.768, 10.195, 13.649], [22.452, 15.942, 17.954], [21.235, 15.358, 16.904], [20.901, 16.885, 17.789], [23.931, 16.168, 16.684], [24.123, 17.572, 15.610], [24.360, 15.634, 14.153], [22.824, 16.357, 13.849], [23.603, 13.590, 13.306], [21.896, 14.115, 13.012], [21.153, 12.555, 14.795], [22.751, 12.130, 15.082], [20.720, 9.891, 13.643], [22.205, 9.913, 14.638], [22.272, 9.614, 12.895], [23.893, 19.622, 18.757], [24.383, 20.676, 17.950], [25.273, 21.523, 18.568], [24.983, 22.949, 18.008], [25.981, 23.813, 18.410], [26.401, 24.816, 17.499], [25.461, 25.998, 17.223], [24.144, 25.528, 16.930], [23.141, 26.547, 16.744], [24.655, 19.000, 19.262], [23.286, 18.998, 18.169], [23.279, 19.941, 19.617], [26.331, 21.211, 18.401], [25.017, 21.567, 19.632], [24.027, 23.292, 18.292], [24.912, 22.883, 16.922], [26.724, 24.324, 16.571], [27.280, 25.134, 18.037], [25.784, 26.518, 16.391], [25.341, 26.621, 18.133], [22.166, 26.077, 16.840], [23.244, 27.072, 15.782], [23.224, 27.440, 17.428], [27.586, 21.681, 15.518], [28.994, 21.907, 15.456], [29.553, 21.983, 14.156], [31.043, 21.705, 14.323], [31.793, 21.854, 13.127], [33.207, 21.944, 13.251], [33.932, 20.743, 12.789], [33.893, 20.734, 11.428], [34.540, 19.576, 10.952], [27.346, 21.738, 16.567], [27.310, 20.714, 15.162], [27.005, 22.468, 15.066], [29.351, 22.975, 13.784], [29.087, 21.278, 13.502], [31.089, 20.655, 14.624], [31.430, 22.298, 15.108], [33.384, 22.225, 14.336], [33.543, 22.736, 12.516], [33.449, 19.835, 13.227], [34.927, 20.800, 13.183], [35.609, 19.607, 11.263], [34.501, 19.672, 9.907], [34.101, 18.616, 11.149], [22.443, 26.162, 19.802], [22.371, 25.656, 21.086], [21.057, 25.814, 21.611], [21.193, 25.682, 23.105], [21.968, 26.863, 23.507], [22.340, 26.856, 24.855], [22.986, 28.099, 25.323], [21.985, 29.099, 25.427], [22.557, 30.365, 25.549], [22.382, 27.287, 19.825], [21.648, 25.834, 19.117], [23.440, 25.916, 19.442], [20.500, 24.934, 21.265], [20.523, 26.663, 21.286], [21.745, 24.802, 23.391], [20.227, 25.659, 23.621], [23.078, 26.077, 25.109], [21.426, 26.667, 25.466], [23.762, 28.344, 24.597], [23.397, 27.949, 26.318], [23.214, 30.563, 24.728], [23.229, 30.434, 26.420], [21.820, 31.284, 25.693], [25.686, 23.535, 21.927], [26.613, 23.546, 23.005], [26.139, 22.847, 24.130], [27.384, 22.392, 24.940], [28.064, 21.370, 24.176], [29.313, 21.219, 24.724], [30.102, 19.987, 24.262], [29.401, 18.832, 24.584], [30.071, 17.678, 24.193], [25.516, 22.546, 21.509], [25.983, 24.141, 21.080], [24.695, 23.853, 22.335], [25.604, 21.928, 23.865], [25.417, 23.419, 24.748], [27.142, 22.112, 25.981], [28.106, 23.236, 24.974], [29.267, 21.293, 25.831], [30.035, 22.037, 24.513], [31.111, 19.999, 24.751], [30.203, 20.039, 23.159], [30.969, 17.454, 24.788], [30.394, 17.750, 23.152], [29.298, 16.869, 24.227], [23.456, 21.305, 14.161], [23.594, 22.634, 14.653], [22.454, 23.029, 15.419], [21.030, 22.750, 14.856], [20.948, 23.153, 13.456], [19.608, 23.113, 12.978], [18.988, 21.754, 12.758], [19.302, 21.181, 11.531], [20.448, 20.323, 11.430], [24.409, 21.053, 13.619], [22.537, 21.145, 13.553], [23.325, 20.585, 14.986], [22.584, 24.057, 15.686], [22.474, 22.591, 16.419], [20.290, 23.297, 15.417], [20.845, 21.698, 14.900], [19.660, 23.642, 12.008], [19.007, 23.803, 13.617], [17.853, 21.821, 12.727], [19.166, 21.024, 13.479], [20.497, 19.651, 12.306], [21.345, 20.890, 11.451], [20.444, 19.780, 10.511], [30.981, 18.559, 12.756], [30.210, 17.619, 13.538], [29.634, 18.194, 14.688], [29.289, 17.127, 15.695], [28.794, 17.857, 16.863], [29.780, 18.354, 17.734], [29.897, 17.351, 18.853], [30.312, 15.994, 18.461], [31.701, 15.992, 18.138], [31.991, 18.634, 13.082], [30.517, 19.552, 12.732], [31.129, 18.137, 11.760], [28.629, 18.641, 14.478], [30.349, 18.956, 15.043], [30.127, 16.470, 15.947], [28.425, 16.533, 15.325], [29.368, 19.308, 18.208], [30.687, 18.503, 17.183], [28.916, 17.256, 19.317], [30.615, 17.726, 19.629], [32.394, 15.972, 18.983], [32.030, 16.843, 17.464], [31.862, 15.088, 17.513], [13.498, 24.461, 18.840], [14.166, 23.347, 19.422], [14.107, 22.234, 18.595], [15.157, 22.212, 17.453], [16.421, 21.998, 17.999], [17.432, 22.538, 17.149], [18.786, 21.901, 17.488], [18.863, 20.593, 16.853], [20.047, 19.918, 17.210], [13.218, 25.202, 19.649], [12.624, 24.066, 18.322], [14.172, 24.971, 18.131], [13.134, 22.135, 18.169], [14.247, 21.305, 19.224], [15.196, 23.133, 16.851], [14.827, 21.373, 16.827], [17.503, 23.584, 17.296], [17.162, 22.438, 16.134], [18.869, 21.862, 18.601], [19.670, 22.433, 17.079], [20.143, 19.089, 16.449], [20.000, 19.520, 18.307], [20.954, 20.537, 17.170], [26.160, 29.048, 13.072], [24.827, 29.297, 13.507], [24.533, 30.609, 13.749], [23.239, 30.841, 14.510], [22.085, 31.026, 13.692], [21.821, 29.897, 12.850], [26.286, 29.684, 12.152], [26.331, 27.989, 12.833], [26.968, 29.386, 13.835], [24.475, 31.228, 12.801], [25.330, 31.050, 14.342], [23.378, 31.745, 15.086], [23.158, 29.942, 15.173], [21.002, 30.068, 12.104], [21.656, 28.974, 13.365], [22.760, 29.765, 12.359], [16.167, 17.446, 17.502], [15.701, 17.899, 18.804], [16.503, 18.894, 19.448], [17.859, 18.418, 19.842], [17.773, 17.468, 20.918], [19.175, 17.083, 21.354], [16.128, 18.221, 16.770], [15.473, 16.669, 17.298], [17.209, 17.118, 17.582], [16.011, 19.116, 20.369], [16.498, 19.817, 18.858], [18.461, 19.249, 20.207], [18.400, 18.065, 18.955], [19.071, 16.242, 22.017], [19.636, 17.974, 21.889], [19.833, 16.976, 20.498], [24.372, 25.718, 13.545], [25.046, 25.514, 12.269], [25.197, 24.170, 11.793], [23.888, 23.530, 11.087], [23.407, 24.184, 9.977], [22.530, 25.239, 10.266], [24.785, 24.926, 14.171], [23.321, 25.431, 13.439], [24.532, 26.714, 13.907], [25.488, 23.555, 12.605], [25.969, 24.376, 11.078], [23.104, 23.483, 11.827], [24.245, 22.479, 10.782], [21.734, 24.956, 10.903], [21.965, 25.446, 9.335], [22.940, 26.224, 10.628], [17.223, 24.673, 20.158], [18.265, 25.197, 19.381], [17.892, 26.436, 18.779], [19.042, 26.993, 17.981], [19.545, 26.089, 17.044], [19.838, 26.736, 15.826], [17.460, 23.631, 20.460], [16.295, 24.554, 19.591], [16.983, 25.347, 20.995], [17.681, 27.220, 19.510], [16.979, 26.323, 18.185], [19.867, 27.311, 18.658], [18.692, 27.971, 17.496], [20.508, 27.607, 16.001], [18.962, 27.021, 15.335], [20.462, 26.072, 15.191], [26.192, 29.539, 16.929], [27.416, 29.939, 16.283], [28.240, 30.490, 17.249], [29.515, 30.956, 16.592], [30.280, 29.917, 16.106], [30.480, 29.917, 14.710], [26.340, 28.702, 17.638], [25.594, 29.219, 16.102], [25.608, 30.373, 17.313], [28.438, 29.799, 18.079], [27.724, 31.377, 17.693], [30.146, 31.553, 17.307], [29.183, 31.559, 15.746], [31.204, 29.139, 14.466], [30.790, 30.922, 14.299], [29.534, 29.600, 14.094], [23.801, 17.374, 21.373], [24.963, 18.180, 21.262], [26.217, 17.694, 21.655], [27.226, 18.700, 21.196], [26.924, 20.011, 21.724], [27.873, 20.948, 21.254], [23.004, 18.032, 21.027], [23.707, 17.091, 22.411], [23.933, 16.472, 20.790], [26.338, 16.740, 21.104], [26.383, 17.564, 22.764], [27.215, 18.782, 20.098], [28.263, 18.495, 21.553], [27.792, 21.841, 21.898], [27.623, 21.218, 20.248], [28.889, 20.499, 21.349], [27.042, 26.584, 23.622], [26.987, 27.646, 22.635], [26.166, 27.395, 21.543], [26.503, 28.408, 20.466], [27.420, 27.901, 19.497], [28.666, 27.477, 19.950], [26.082, 26.448, 24.207], [27.877, 26.781, 24.302], [27.260, 25.675, 23.115], [25.089, 27.458, 21.807], [26.313, 26.370, 21.116], [26.993, 29.289, 20.955], [25.708, 28.847, 19.867], [28.585, 26.542, 20.542], [29.104, 28.165, 20.749], [29.377, 27.339, 19.144], [21.936, 22.390, 19.910], [21.350, 21.843, 21.058], [22.033, 22.008, 22.283], [22.759, 20.704, 22.592], [23.509, 20.878, 23.769], [24.023, 19.620, 24.229], [22.928, 21.945, 19.681], [22.038, 23.440, 19.953], [21.237, 22.079, 19.097], [21.276, 22.310, 23.038], [22.832, 22.774, 22.244], [23.330, 20.311, 21.731], [21.982, 19.931, 22.761], [23.189, 18.903, 24.225], [24.255, 19.729, 25.287], [24.877, 19.297, 23.726]],
  "lowdin_charge": [-0.08, -0.18, -0.18, -0.17, -0.12, -0.16, -0.21, -0.19, -0.14, 0.11, 0.09, 0.04, 0.10, 0.12, 0.10, 0.11, 0.10, 0.13, 0.13, 0.12, 0.10, 0.09, 0.09, -0.14, -0.19, -0.18, -0.19, -0.16, -0.13, -0.24, -0.17, -0.11, 0.10, 0.09, 0.07, 0.12, 0.13, 0.11, 0.12, 0.13, 0.13, 0.13, 0.12, 0.08, 0.10, 0.08, -0.08, -0.17, -0.20, -0.20, -0.12, -0.15, -0.15, -0.21, -0.10, 0.09, 0.06, 0.07, 0.12, 0.10, 0.09, 0.11, 0.12, 0.11, 0.09, 0.12, 0.06, 0.07, 0.10, -0.06, -0.19, -0.18, -0.17, -0.12, -0.17, -0.29, -0.14, -0.10, 0.07, 0.08, 0.08, 0.10, 0.11, 0.09, 0.09, 0.12, 0.15, 0.12, 0.12, 0.11, 0.07, 0.08, -0.14, -0.19, -0.18, -0.13, -0.12, -0.24, -0.22, -0.17, -0.14, 0.11, 0.08, 0.08, 0.13, 0.11, 0.11, 0.13, 0.13, 0.14, 0.13, 0.13, 0.07, 0.08, 0.13, -0.08, -0.22, -0.19, -0.14, -0.13, -0.25, -0.22, -0.18, -0.13, 0.07, 0.07, 0.10, 0.11, 0.13, 0.13, 0.13, 0.13, 0.13, 0.14, 0.12, 0.09, 0.07, 0.10, -0.09, -0.19, -0.16, -0.15, -0.16, -0.18, -0.22, -0.18, -0.07, 0.11, 0.07, 0.09, 0.09, 0.11, 0.10, 0.09, 0.13, 0.13, 0.15, 0.09, 0.09, 0.06, 0.08, -0.06, -0.17, -0.23, -0.13, -0.15, -0.21, -0.18, -0.19, -0.13, 0.05, 0.08, 0.09, 0.14, 0.10, 0.11, 0.14, 0.15, 0.10, 0.10, 0.13, 0.08, 0.09, 0.10, -0.10, -0.20, -0.21, -0.19, -0.14, -0.16, -0.15, -0.20, -0.13, 0.11, 0.08, 0.08, 0.10, 0.15, 0.12, 0.13, 0.10, 0.11, 0.14, 0.10, 0.10, 0.10, 0.06, -0.08, -0.22, -0.28, -0.19, -0.18, -0.08, 0.10, 0.07, 0.10, 0.15, 0.11, 0.12, 0.13, 0.11, 0.07, 0.06, -0.06, -0.18, -0.19, -0.24, -0.18, -0.04, 0.07, 0.08, 0.08, 0.12, 0.11, 0.12, 0.09, 0.07, 0.09, 0.06, -0.05, -0.23, -0.15, -0.20, -0.16, -0.11, 0.08, 0.09, 0.06, 0.09, 0.11, 0.09, 0.15, 0.06, 0.09, 0.10, -0.11, -0.19, -0.20, -0.23, -0.19, -0.11, 0.11, 0.06, 0.10, 0.13, 0.13, 0.12, 0.15, 0.09, 0.07, 0.09, -0.07, -0.18, -0.24, -0.22, -0.18, -0.11, 0.07, 0.06, 0.10, 0.12, 0.14, 0.14, 0.12, 0.08, 0.10, 0.10, -0.07, -0.25, -0.20, -0.20, -0.19, -0.10, 0.08, 0.08, 0.09, 0.14, 0.14, 0.12, 0.12, 0.08, 0.06, 0.09, -0.06, -0.19, -0.23, -0.17, -0.25, -0.11, 0.10, 0.09, 0.05, 0.13, 0.12, 0.14, 0.11, 0.09, 0.11, 0.08, -0.08, -0.18, -0.18, -0.21, -0.18, -0.07, 0.07, 0.06, 0.09, 0.14, 0.11, 0.11, 0.12, 0.09, 0.09, 0.05]
}